Record 1
Computed, not measured: a structure of composition C4H5NOS, with ωB97M-V with the def2-TZVPD basis set.

Calculated values
- Kohn-Sham gap: 9.5 eV
- Energy relative to the best compared isomer or geometry (same formula, charge and spin): 4.515 eV
- 2S+1: 1

Last column: Mulliken charge in e.
Cartesian coordinates (Å):
1 S -0.742 2.219 2.175  -0.348
2 O -0.264 -1.109 0.611  -0.122
3 N -0.616 -0.216 1.610  -0.425
4 C -0.058 1.069 -0.156  -0.608
5 C -0.546 0.929 1.118  0.514
6 C 0.768 -1.104 -1.556  -0.948
7 C -0.086 -0.327 -0.517  0.536
8 H 0.215 -2.393 -1.600  0.243
9 H -1.656 1.332 3.009  0.186
10 H 0.907 -0.770 -2.694  0.314
11 H 0.217 1.738 -0.908  0.405
12 H 1.861 -1.367 -1.093  0.252

Forces on the atoms, in the same order (eV/Å):
S -2.7507 0.2093 3.2645
O -0.8841 1.8442 -1.8602
N -0.4862 -4.0427 1.1634
C -0.8235 -6.1470 -2.7256
C 0.9013 3.3848 0.2720
C 0.0555 -4.0997 -0.6993
C 3.8078 0.4093 0.3914
H 1.6856 4.1669 -0.0347
H 1.8733 2.1023 -1.2983
H -0.6705 -0.3688 2.8925
H 0.0179 1.5940 -0.2827
H -2.7265 0.9474 -1.0830

---

Record 2
Computed, not measured: an isolated molecule of C4H5NOS, with ωB97M-V with the def2-TZVPD basis set.

Calculated values
- Kohn-Sham gap: 9.8 eV
- Energy relative to the best compared isomer or geometry (same formula, charge and spin): 4.096 eV
- 2S+1: 1

Last column: Mulliken charge in e.
Cartesian coordinates (Å):
1 S 1.857 -0.364 0.050  0.004
2 O -1.887 -0.046 -0.041  -0.448
3 N 1.439 1.313 -0.201  -0.352
4 C -0.623 -0.474 -0.495  -0.214
5 C -0.742 0.668 0.417  0.047
6 C 0.187 1.676 -0.054  -0.195
7 C 0.265 -1.479 0.068  -0.633
8 H -0.124 -1.770 1.100  0.335
9 H -0.457 0.392 1.442  0.317
10 H 0.144 2.784 -0.164  0.378
11 H -0.374 -0.345 -1.514  0.412
12 H 0.315 -2.354 -0.609  0.349

Forces on the atoms, in the same order (eV/Å):
S -0.1063 -0.4143 -0.0442
O -0.3308 0.5991 -0.3142
N -2.1729 -1.2426 0.6286
C -0.3111 -0.1484 0.8422
C 0.4918 -0.9996 0.3598
C 2.6298 2.5025 -0.8194
C -0.4551 -0.9767 1.2310
H 1.0988 0.2180 -1.1890
H -0.3436 0.1394 -0.1160
H -0.8094 -0.8627 0.0471
H -0.3740 0.8227 -1.1903
H 0.6828 0.3626 0.5645

---

Record 3
Computed, not measured: an isolated molecule of C4H5NOS, with ωB97M-V with the def2-TZVPD basis set.

Calculated values
- Kohn-Sham gap: 9.4 eV
- Energy relative to the best compared isomer or geometry (same formula, charge and spin): 1.691 eV
- 2S+1: 1

Last column: Mulliken charge in e.
Cartesian coordinates (Å):
1 S 2.307 0.244 0.010  -0.145
2 O -1.278 -1.184 0.036  -0.358
3 N 1.022 -0.873 -0.030  -0.470
4 C -0.560 1.135 -0.002  -0.413
5 C -0.132 -0.336 -0.057  0.519
6 C -2.333 -0.360 0.020  -0.250
7 C -2.088 0.932 -0.013  -0.417
8 H -0.223 1.721 0.906  0.303
9 H -0.056 1.611 -0.869  0.342
10 H -3.286 -0.915 -0.042  0.382
11 H 3.192 -0.725 0.082  0.162
12 H -2.795 1.760 -0.006  0.346

Forces on the atoms, in the same order (eV/Å):
S -0.3781 0.0949 -0.0436
O 2.4813 0.4392 -0.4406
N -1.3506 0.6058 -0.2196
C -0.3682 -0.5212 0.1353
C 0.3483 -0.6505 1.4577
C -2.1785 -0.5242 -0.3636
C 0.8929 1.6045 -0.1949
H -0.0830 -0.9963 -0.7777
H -0.7317 0.0947 0.2291
H 0.5780 0.6552 0.2835
H 0.6610 -0.2857 0.0002
H 0.1287 -0.5165 -0.0660

---

Record 4
Computed, not measured: an isolated molecule of C4H5NOS, with ωB97M-V with the def2-TZVPD basis set.

Calculated values
- Kohn-Sham gap: 8.6 eV
- Energy relative to the best compared isomer or geometry (same formula, charge and spin): 2.088 eV
- 2S+1: 1

Last column: Mulliken charge in e.
Cartesian coordinates (Å):
1 S -3.164 -0.846 -0.085  -0.247
2 O 1.830 -1.837 -0.159  -0.481
3 N 0.650 0.056 0.471  -0.294
4 C -0.566 -0.146 -0.273  0.300
5 C 1.804 -0.692 0.211  0.094
6 C -1.802 -0.235 0.486  -0.544
7 C 0.184 1.129 -0.361  -0.431
8 H -1.743 0.156 1.540  0.290
9 H 2.671 -0.089 0.414  0.384
10 H -0.160 2.002 0.186  0.251
11 H -0.496 -0.782 -1.129  0.412
12 H 0.792 1.285 -1.300  0.266

Forces on the atoms, in the same order (eV/Å):
S -0.2346 -0.0886 -0.0619
O -0.0780 0.3584 0.2524
N 0.1562 -0.6561 0.5154
C 0.2174 -0.3680 -0.1994
C -0.8924 -0.1801 -0.4403
C -0.4260 0.3715 1.3733
C 1.3922 0.8363 -0.8925
H -0.0060 -0.2841 -0.9963
H 0.8915 0.2577 0.1387
H 0.0219 0.0334 -0.2819
H -0.0348 -0.3656 -0.4411
H -1.0074 0.0852 1.0337

---

Record 5
Computed, not measured: an isolated molecule of C4H5NOS2, with ωB97M-V with the def2-TZVPD basis set.

Calculated values
- Kohn-Sham gap: 8.0 eV
- Energy relative to the best compared isomer or geometry (same formula, charge and spin): 1.970 eV
- 2S+1: 1

Last column: Mulliken charge in e.
Cartesian coordinates (Å):
1 S 0.807 1.162 -1.291  -0.044
2 S 0.753 -1.244 2.154  -0.188
3 O -1.398 1.994 -0.099  -0.460
4 N 0.071 -0.366 -1.356  -0.538
5 C -0.332 -0.935 -0.280  1.020
6 C -0.863 -2.319 -0.391  -1.147
7 C -0.479 2.302 -0.819  0.119
8 C -0.062 -0.379 1.068  -0.404
9 H -1.148 -2.585 -1.398  0.345
10 H -0.290 3.312 -1.225  0.327
11 H -0.149 -3.000 0.024  0.324
12 H -1.754 -2.374 0.278  0.330
13 H -0.515 0.568 1.335  0.318

Forces on the atoms, in the same order (eV/Å):
S 0.1465 0.7762 -0.5332
S 0.0619 0.2257 -0.1037
O -0.0360 0.4613 -0.7245
N -0.5853 -0.2163 0.3726
C 1.0197 0.2961 -0.9047
C -1.5556 0.3722 0.9778
C 0.1391 -0.8557 0.7392
C -0.3545 -0.6158 0.8277
H 0.1213 0.0679 -0.2363
H -0.0534 -0.0908 0.1707
H 0.4969 -0.4629 0.1386
H 0.4563 -0.1597 -0.5200
H 0.1433 0.2018 -0.2041

---

Record 6
Computed, not measured: an isolated molecule of C4H5NOS2, with ωB97M-V with the def2-TZVPD basis set.

Calculated values
- Kohn-Sham gap: 8.7 eV
- Energy relative to the best compared isomer or geometry (same formula, charge and spin): 2.204 eV
- 2S+1: 1

Last column: Mulliken charge in e.
Cartesian coordinates (Å):
1 S 1.058 1.310 1.178  -0.058
2 S 1.329 -0.551 -2.719  -0.311
3 O -1.123 0.062 1.063  -0.363
4 N 0.636 0.483 -0.247  -0.010
5 C -0.073 0.193 2.069  -0.282
6 C -1.401 -0.605 -1.143  -1.004
7 C -0.703 -0.002 -0.195  0.569
8 C 1.524 0.210 -1.240  -0.036
9 H -0.494 0.666 2.911  0.318
10 H 2.470 0.622 -1.050  0.311
11 H -2.329 -0.981 -0.704  0.239
12 H -1.272 -0.631 -2.162  0.360
13 H 0.377 -0.774 2.240  0.268

Forces on the atoms, in the same order (eV/Å):
S 0.2854 0.2119 0.6348
S 0.0254 0.6579 1.4702
O -0.7440 0.0315 2.4703
N -0.1689 -0.5234 -1.3640
C -0.1115 0.0368 -2.8948
C -1.6435 0.1237 2.5306
C 1.7477 -0.4371 -0.9448
C -1.1751 -0.6345 -1.3875
H -0.3843 0.3784 0.9775
H 1.2959 0.4529 0.5255
H 0.0978 -0.0882 -0.4800
H 0.6780 0.0289 -1.7768
H 0.0972 -0.2389 0.2391